{
  "formula": "C19H46Br2N6O4P2",
  "method": "ωB97M-V with the def2-TZVPD basis set",
  "symbols": ["C", "C", "Br", "C", "Br", "C", "C", "C", "C", "O", "O", "H", "H", "H", "H", "H", "H", "H", "H", "H", "H", "C", "N", "C", "P", "O", "N", "C", "C", "N", "C", "C", "H", "H", "H", "H", "H", "H", "H", "H", "H", "H", "H", "H", "H", "H", "H", "H", "H", "H", "C", "N", "C", "P", "O", "N", "C", "C", "N", "C", "C", "H", "H", "H", "H", "H", "H", "H", "H", "H", "H", "H", "H", "H", "H", "H", "H", "H", "H"],
  "positions_angstrom": [[2.9373, -0.6446, -5.1543], [2.8315, -0.7302, -6.6847], [1.0287, -1.3774, -7.0865], [3.1240, 0.6703, -7.2602], [1.5728, 1.8292, -7.3539], [3.7680, 0.6815, -8.6485], [3.0692, 0.0133, -9.8290], [3.7404, -1.3481, -9.8013], [5.1004, -1.0844, -9.2096], [6.0874, -1.7404, -9.2342], [5.0888, 0.1376, -8.5849], [2.5314, 0.3062, -4.8189], [3.9690, -0.7732, -4.8393], [2.3270, -1.4078, -4.6847], [3.5442, -1.4722, -7.0213], [3.8298, 1.1314, -6.5773], [3.9087, 1.7415, -8.8545], [3.3039, 0.6402, -10.6856], [1.9896, 0.0217, -9.7271], [3.7075, -1.9300, -10.7128], [3.2191, -1.9462, -9.0505], [0.4791, -0.2359, 1.3202], [1.1602, 0.7015, 0.4566], [2.4403, 1.1315, 0.9920], [0.8858, 1.0982, -1.1970], [1.9611, 0.3565, -1.9209], [-0.5283, 0.3373, -1.8892], [-1.1790, -0.8158, -1.2865], [-0.3503, 0.1163, -3.3197], [0.0418, 2.5781, -0.9338], [0.7913, 3.8106, -1.1772], [-0.9238, 2.7054, 0.1192], [0.3257, 0.2199, 2.3061], [1.0516, -1.1655, 1.4523], [-0.5064, -0.5144, 0.9685], [2.3383, 2.0485, 1.5876], [3.1597, 1.3294, 0.1943], [2.8795, 0.3595, 1.6277], [-0.4745, -1.6036, -0.9842], [-1.8758, -1.2566, -2.0002], [-1.7884, -0.5309, -0.4263], [0.2261, -0.7933, -3.5254], [0.1747, 0.9514, -3.7860], [-1.3230, 0.0314, -3.8076], [1.4563, 4.0746, -0.3410], [0.1111, 4.6469, -1.3504], [1.4078, 3.7078, -2.0731], [-0.4669, 2.9200, 1.0950], [-1.5488, 1.8184, 0.2147], [-1.5935, 3.5309, -0.1332], [-1.4905, -2.4933, 5.3038], [-1.3642, -1.1665, 5.8634], [0.0196, -0.7324, 5.9358], [-2.5687, 0.0556, 6.0994], [-2.4104, 0.8580, 4.8345], [-4.2401, -0.4077, 5.7266], [-4.5613, -1.5662, 4.9088], [-5.0297, 0.7377, 5.2828], [-2.9341, -0.4493, 7.7519], [-2.4042, 0.3942, 8.8229], [-2.9973, -1.8306, 8.1214], [-0.9126, -3.2057, 5.9050], [-1.1243, -2.5423, 4.2685], [-2.5111, -2.8580, 5.3043], [0.4663, -0.9704, 6.9106], [0.1114, 0.3464, 5.7869], [0.6237, -1.2068, 5.1591], [-3.9642, -1.6269, 3.9863], [-5.6112, -1.5280, 4.6157], [-4.4525, -2.4992, 5.4660], [-4.8741, 0.9671, 4.2219], [-4.7772, 1.6339, 5.8519], [-6.0896, 0.5333, 5.4469], [-1.3396, 0.2017, 9.0301], [-2.9647, 0.2411, 9.7475], [-2.5052, 1.4495, 8.5570], [-2.0089, -2.2664, 8.3304], [-3.4934, -2.4385, 7.3684], [-3.6021, -1.9065, 9.0286]],
  "lumo_energy_ev": -0.60,
  "smiles": "C[C@@H](Br)[C@H](Br)[C@@H]1CCC(=O)O1.CN(C)P(=O)(N(C)C)N(C)C.CN(C)P(=O)(N(C)C)N(C)C",
  "max_force_ev_per_a": 7.54,
  "homo_lumo_gap_ev": 7.167
}